No. 1
{"formula": "C20H44N2O8Si2", "method": "wB97M-V/def2-TZVPD", "e_homo_ev": -9.17, "total_energy_ev": -56563.2530, "lumo_energy_ev": 0.224, "max_force_ha_per_bohr": 0.1361, "e_above_lowest_ev": 6.6309, "elements": ["H", "H", "H", "O", "H", "C", "H", "H", "H", "O", "C", "C", "C", "C", "O", "O", "H", "H", "C", "C", "C", "H", "C", "C", "H", "H", "H", "C", "H", "O", "H", "C", "H", "C", "O", "H", "H", "O", "H", "H", "H", "O", "N", "C", "H", "H", "C", "H", "C", "H", "H", "H", "H", "H", "H", "C", "C", "Si", "C", "H", "N", "H", "H", "H", "H", "H", "Si", "H", "H", "C", "H", "H", "H", "H", "H", "H"], "xyz": [[-5.33600, 0.67301, 0.66786], [5.65652, 0.84932, -0.63511], [1.89004, 0.75227, -0.06485], [-5.53847, -3.44240, -0.74042], [4.06385, 2.83285, -0.99360], [3.47557, -0.10148, -2.12232], [3.75314, 3.78672, 2.28365], [6.61757, 2.95274, 2.53034], [7.86144, -2.03382, 2.21041], [-8.50570, -4.69447, -0.12426], [-2.38893, 1.40284, 0.52550], [-8.50432, -5.12857, -1.47374], [7.20390, 3.85979, 2.36174], [-2.13976, 0.52708, 2.83233], [1.64768, -3.29341, -0.16602], [1.60241, 4.79923, 1.63758], [-9.17917, -5.98008, -1.57284], [3.09301, 3.16756, -2.53719], [0.36143, -2.67434, -0.44958], [-0.86511, 0.97826, 0.16972], [4.09648, -0.87471, -0.80659], [-4.63170, -2.39480, -2.25209], [-4.61950, -3.39667, -1.82018], [2.30408, 4.04701, 0.85173], [-7.90016, -3.94060, -0.06711], [1.42541, -4.01988, 0.48658], [-0.73694, 2.27490, 2.84378], [2.99286, 2.86560, -1.40998], [-8.84852, -4.31717, -2.11999], [-1.79197, -0.62165, 3.32855], [2.26984, 5.00284, -1.20981], [5.11123, 0.08563, 0.04189], [0.92518, 3.69849, -0.92919], [7.07769, -1.40735, 1.63276], [7.06275, 4.27358, 1.01216], [-0.15842, -3.10583, -2.57737], [3.23616, -1.14147, -0.06173], [0.73892, 1.29201, -2.45611], [-5.80496, -1.14262, 0.63802], [-4.82489, -0.40287, -0.75574], [-1.82839, 1.48845, -2.33167], [-0.48836, -2.62992, 0.50125], [-3.01645, 0.63799, 1.64922], [-1.49718, 1.82086, 3.60742], [-2.83629, -1.32174, 0.60948], [8.25620, 3.65130, 2.55957], [-1.13463, -1.13761, -2.11653], [-2.39266, 2.52617, 0.84610], [6.17248, -0.73303, 0.93386], [-3.00571, 1.36478, -0.45407], [6.86164, 4.65665, 3.02731], [-0.17503, 1.79687, 0.60272], [4.62737, -1.85309, -1.09624], [6.12276, 4.45109, 0.86502], [-4.91201, -4.12286, -2.58280], [2.02741, 3.97867, -0.73433], [0.11297, -2.15286, -1.95525], [2.14430, 1.11061, -1.45573], [-4.97244, -0.38644, 0.38638], [3.03342, 2.33123, 1.82527], [3.39358, 3.23804, 1.48458], [3.10929, -0.83432, -2.92989], [-3.91480, -1.34509, 2.11315], [-2.02959, -1.47328, -1.45319], [-1.49262, -1.22774, -3.22642], [1.03828, -1.70066, -2.46632], [-0.72234, 0.70673, -1.72258], [4.38924, 0.47056, -2.57637], [-0.83479, 1.43799, 4.48663], [-3.58181, -0.67794, 1.21607], [-5.50691, -4.33940, -0.37726], [-3.61356, -3.62153, -1.45618], [-7.49406, -5.43269, -1.75985], [4.46602, 0.72267, 0.77966], [-2.29573, 2.57479, 3.94854], [-0.52596, -0.02292, 0.67310]], "forces_ev_per_a": [[0.532, -1.712, -0.396], [-0.647, -1.461, 1.098], [-0.507, -0.329, 0.293], [-0.241, -0.236, 0.249], [-1.764, 0.177, -0.403], [1.423, -0.599, 0.383], [-0.726, -0.548, -0.403], [0.092, -0.054, 0.229], [-1.950, 1.577, -1.385], [0.124, 0.119, 0.211], [0.365, 1.328, -0.183], [0.117, 0.250, 0.131], [-0.275, 0.049, -0.113], [1.665, -3.295, 2.004], [-3.022, 0.095, -0.714], [3.161, -3.061, -3.986], [0.062, 0.105, 0.116], [-0.120, -0.584, 1.878], [-1.407, -0.312, 3.237], [0.484, -0.072, 1.041], [-0.182, -0.123, 0.513], [-0.075, -0.090, 0.115], [-0.005, -0.204, 0.077], [-2.689, 2.250, 3.233], [-0.187, -0.190, -0.028], [0.356, 1.385, -0.644], [-1.551, -0.349, 1.393], [-0.452, 0.531, -1.271], [0.033, -0.152, -0.220], [-2.078, 4.849, -2.402], [-0.615, -1.496, 1.096], [0.149, -0.225, 0.936], [1.685, 0.709, 0.468], [-4.793, 3.411, -3.795], [-0.159, 0.110, -0.219], [0.707, 1.499, 1.298], [1.589, 0.218, -1.467], [-0.030, -1.470, 2.547], [1.526, 1.150, -0.367], [-0.156, 0.000, 1.710], [0.184, 0.033, -0.094], [3.395, -0.111, -4.638], [1.766, -0.973, 1.104], [0.425, -0.617, -1.283], [-1.055, 1.111, 0.923], [-0.120, 0.045, -0.116], [-0.056, -0.903, -0.356], [0.110, -1.974, -0.686], [4.421, -3.251, 3.066], [0.529, -0.206, 1.981], [0.082, -0.108, 0.220], [-0.933, -1.284, -0.816], [-0.787, 1.606, 0.382], [0.316, -0.110, -0.040], [0.171, 0.078, -0.161], [1.284, -0.730, 0.451], [-0.479, -0.654, -0.202], [1.310, 1.692, -2.027], [0.285, 0.341, -0.037], [0.236, 0.697, -0.373], [-0.906, 1.034, -0.802], [0.560, 0.967, 1.355], [1.032, 1.585, -1.382], [1.564, 0.535, -1.059], [0.659, 0.239, 1.972], [-1.156, -0.843, 1.133], [0.071, 0.231, -0.364], [-1.822, -0.827, 0.577], [-1.619, 0.492, -1.613], [-1.689, -1.145, -0.273], [-0.019, 0.308, -0.023], [0.105, 0.047, -0.182], [-0.062, -0.071, -0.270], [1.284, -1.106, -1.293], [1.357, -1.127, -0.679], [-0.878, 1.747, -0.654]], "lowdin_charge": [0.082, 0.113, 0.018, -0.143, 0.069, -0.261, 0.086, 0.068, 0.047, -0.131, -0.220, -0.167, -0.169, -0.352, 0.001, -0.016, 0.079, 0.097, -0.347, -0.266, -0.259, 0.072, -0.151, -0.358, 0.058, 0.132, 0.072, -0.275, 0.079, -0.026, 0.129, -0.214, 0.111, 0.049, -0.134, 0.138, 0.085, -0.361, 0.067, 0.058, 0.011, 0.026, -0.118, -0.014, 0.101, 0.080, -0.259, 0.138, -0.112, 0.092, 0.075, 0.060, 0.115, 0.058, 0.077, -0.148, -0.131, 0.528, -0.097, 0.082, 0.075, 0.074, 0.136, 0.070, 0.099, 0.096, 0.546, 0.093, 0.096, -0.203, 0.086, 0.075, 0.063, 0.090, 0.086, 0.094]}

No. 2
{"formula": "C20H44NO13P", "method": "wB97M-V/def2-TZVPD", "e_homo_ev": -7.91, "total_energy_ev": -58848.2026, "lumo_energy_ev": -0.436, "smiles": "CCP(C)c1ccc2c(c1)C(=O)N(CCCc1ccccc1)C2=O.O.O.O.O.O.O.O.O.O.O.O", "max_force_ha_per_bohr": 0.0696, "e_above_lowest_ev": 0.0000, "elements": ["H", "H", "H", "H", "H", "O", "H", "H", "H", "O", "O", "C", "H", "O", "H", "H", "C", "H", "C", "C", "H", "C", "C", "H", "H", "H", "P", "O", "H", "H", "O", "O", "C", "O", "H", "H", "C", "H", "H", "O", "O", "O", "H", "C", "C", "H", "C", "H", "H", "H", "C", "H", "C", "H", "H", "O", "C", "H", "H", "O", "H", "H", "C", "H", "H", "H", "H", "C", "H", "H", "H", "C", "N", "H", "C", "C", "C", "H", "H"], "xyz": [[-4.95599, -4.37678, 5.07882], [-2.23136, -4.27411, -4.71846], [4.91679, 1.41151, -2.34553], [2.04379, 2.33871, -4.48623], [-1.33727, -3.40266, 0.99391], [5.67244, 1.97336, -2.13378], [-0.95576, 0.82749, -5.37619], [5.38966, 4.37152, -4.12282], [0.21430, 2.13627, 1.00681], [-4.55768, -1.07904, 7.13561], [-4.92830, -3.45710, 4.79331], [4.19046, -3.07973, -2.30203], [0.54081, 4.79981, -3.16757], [4.83420, 3.61561, -4.34495], [1.53972, -5.78627, 1.00975], [-6.97569, 1.53612, 10.28270], [-0.68412, -0.35093, -1.38667], [-8.30462, 0.92522, 9.86578], [-0.26814, 0.27574, -0.11900], [-0.08462, 1.70691, 0.02789], [2.41645, 7.65989, -3.98418], [-0.27522, -3.39118, 0.60724], [-0.78074, -1.87517, -1.10086], [0.78479, 4.48303, -5.00524], [-4.64672, -1.45210, 6.24866], [5.32386, -1.89688, -0.76431], [-0.88729, 2.97428, -3.98475], [-3.97465, -3.47358, 1.73581], [-1.22207, 0.61879, 9.51372], [-4.51256, -3.49431, 3.92296], [0.10959, 8.58211, -5.49196], [-0.16815, -0.82425, 2.07892], [2.66040, -4.16481, 0.02322], [-1.47752, -2.64451, -1.71364], [1.57583, -5.30953, -1.58201], [4.00593, -2.81688, 1.22604], [1.89918, -4.75265, 1.24518], [4.80042, -2.66844, -3.14258], [-1.64305, 2.05177, 9.22655], [-7.87405, 1.77340, 10.01620], [-1.95936, 1.23050, 9.62002], [2.07792, 6.83650, -3.61270], [0.31412, 1.98826, -5.88669], [1.97450, 3.13728, -3.70703], [4.50251, -2.63525, -0.93139], [6.13881, 1.48946, -1.44253], [3.10293, -4.03684, -2.51876], [-0.14643, 3.62251, -1.13380], [-3.41883, -3.09753, 1.04342], [0.07915, -4.52512, 2.43017], [0.68760, 4.04867, -3.98012], [1.03732, -2.99887, 2.39163], [-0.89864, 0.43354, -2.58665], [0.53813, 9.43217, -5.34209], [-3.60570, -0.99125, 7.25688], [-2.05246, -3.32779, -4.69768], [-0.29648, 2.51528, -1.18770], [-1.20887, -0.10252, -3.50799], [2.88465, 3.82055, -3.69707], [-4.90284, 0.74354, 9.93318], [-0.20341, -4.19805, -0.17553], [-4.70910, -2.85128, 1.80839], [-0.75791, 1.91650, -5.52893], [-4.99222, 0.37089, 9.04619], [2.80560, 6.21284, -3.72555], [-1.44816, -3.21974, -3.95200], [0.66916, 7.94814, -5.02581], [0.70898, -3.86266, 1.76509], [-1.40359, 2.29028, -6.35912], [5.41219, 2.85474, -4.20973], [2.86702, -4.34006, -3.56822], [-0.11470, -0.90645, 0.88137], [0.07341, -2.06355, 0.03646], [2.64716, -4.85498, 2.08160], [2.37969, -4.55717, -1.36273], [3.74061, -3.17510, 0.20465], [-0.68582, 1.88752, -2.47857], [1.93842, 2.64255, -2.70187], [-3.94840, 0.83189, 10.05489]], "forces_ev_per_a": [[-0.039, 0.113, 0.061], [-0.034, 0.098, -0.030], [-0.033, 0.128, 0.064], [0.234, 0.765, 0.556], [1.145, 0.163, -0.362], [0.009, -0.283, 0.053], [0.001, 0.955, -0.038], [0.043, -0.135, 0.008], [-0.275, -0.243, -0.936], [0.208, 0.103, -0.047], [0.060, 0.011, -0.092], [-0.949, -0.464, 1.978], [0.207, -0.355, -0.990], [0.485, 0.215, -0.343], [0.197, 0.900, 0.059], [0.126, 0.032, -0.098], [0.485, 2.138, 0.866], [0.023, 0.094, 0.010], [-0.517, -0.115, -1.769], [-0.744, -1.090, -2.325], [0.133, -0.048, 0.190], [0.828, -1.393, 1.477], [0.693, 3.298, -1.203], [-0.292, 0.026, 1.001], [-0.133, -0.148, 0.091], [-0.855, -0.801, -0.095], [-0.724, 0.721, 0.230], [-0.133, 0.204, 0.107], [-0.101, -0.010, 0.091], [0.133, -0.035, 0.001], [0.288, 0.079, 0.081], [0.256, -0.817, -0.542], [1.493, 1.082, -1.870], [0.862, -0.372, 0.735], [0.827, 0.781, 0.422], [-0.304, -0.415, -0.874], [0.605, 0.505, -0.074], [-0.745, -0.507, 0.758], [-0.159, -0.005, 0.056], [-0.018, -0.146, 0.057], [0.247, -0.031, -0.123], [0.148, 0.239, -0.176], [-1.089, -0.180, 0.226], [-0.171, 1.402, 0.327], [-1.856, -1.700, -0.489], [0.024, 0.071, -0.073], [1.085, 1.133, 1.966], [-0.182, -1.188, -0.129], [-0.043, -0.075, 0.029], [0.716, 0.734, -0.526], [0.483, -2.157, 0.403], [-0.132, -0.699, -0.647], [0.513, 0.408, 2.543], [-0.140, -0.016, -0.059], [-0.085, -0.016, 0.013], [0.201, -0.123, 0.006], [-0.249, -2.192, 0.145], [0.277, 0.739, 0.687], [-1.173, -1.345, -0.249], [-0.042, -0.088, -0.090], [-0.212, 1.233, 0.450], [0.000, -0.072, -0.124], [1.442, -0.415, -0.264], [-0.059, -0.023, 0.023], [-0.139, -0.062, -0.015], [-0.224, 0.062, 0.062], [-0.250, -0.157, -0.019], [-0.869, -0.372, -0.160], [0.344, -0.167, 0.939], [-0.012, 0.099, 0.166], [0.099, 0.145, 1.227], [0.287, 2.166, -1.279], [-2.595, -1.933, 0.433], [-0.739, 0.018, -0.767], [0.721, 0.652, 0.043], [-0.289, -0.433, -1.850], [0.865, -1.225, 0.969], [-0.152, 0.437, -0.859], [-0.037, 0.100, -0.020]], "lowdin_charge": [0.046, 0.033, 0.041, 0.065, 0.116, -0.057, 0.025, 0.047, 0.114, -0.055, -0.049, -0.092, 0.051, -0.074, 0.116, -0.001, -0.043, 0.029, -0.056, 0.013, 0.041, -0.135, -0.350, 0.077, 0.016, 0.088, 0.920, -0.051, 0.049, 0.002, -0.054, 0.127, -0.206, 0.115, 0.106, 0.103, -0.166, 0.091, 0.053, -0.071, -0.043, -0.051, 0.035, -0.162, -0.083, 0.042, -0.081, 0.104, 0.023, 0.118, -0.410, 0.104, -0.001, 0.034, 0.035, -0.067, -0.070, 0.099, 0.040, -0.060, 0.124, 0.050, -0.299, 0.019, 0.036, 0.000, -0.005, -0.152, 0.036, 0.026, 0.099, -0.341, 0.056, 0.116, -0.054, -0.037, -0.360, 0.058, -0.002]}